144
Properties=species:S:1:pos:R:3 method="wB97M-V/def2-TZVPD" gap_ev=8.66 e_homo_ev=-8.92 multiplicity=1 charge=0 energy_ha=-3255.25422
C 5.77886 0.55759 3.82092
O 5.16854 -0.72427 3.54305
B 3.83506 -0.78849 3.84115
O 3.34916 -0.38593 5.05263
C 2.82686 -1.25996 2.64950
O 3.68079 -1.77692 1.61129
C 3.58721 -1.19121 0.46258
N 3.64086 -0.68921 -0.57283
O 2.18388 -0.01946 2.29633
C 1.04743 0.01739 3.06640
O 0.34965 0.97636 3.13961
O 0.86537 -1.14854 3.70129
C 1.59340 -2.13343 2.92824
C 1.82259 -3.47219 3.57784
C 2.13967 -3.44708 5.09069
C 0.94979 -3.96743 5.89526
F 0.82775 -5.34227 5.70242
C 0.95412 -2.38947 1.53621
O -0.25496 -3.12255 1.54400
C -1.33710 -2.48383 2.14443
C -1.83304 -1.28330 1.65819
C -2.94289 -0.72366 2.27821
C -3.53916 -1.32732 3.37106
C -3.02866 -2.53295 3.84767
C -1.93260 -3.11312 3.22804
H 6.63625 0.67064 3.16434
H 6.08388 0.62640 4.86349
H 5.08129 1.36436 3.59137
H 3.96637 -0.58470 5.76616
H 0.95603 -4.11442 3.42792
H 2.64202 -3.95309 3.04000
H 2.96905 -4.12324 5.30246
H 2.32871 -2.44679 5.47078
H 0.03899 -3.47302 5.55188
H 1.10924 -3.75898 6.95350
H 0.80587 -1.45919 0.97850
H 1.65834 -2.99728 0.97050
H -1.36051 -0.81526 0.80474
H -3.32593 0.21035 1.90309
H -4.38445 -0.89048 3.88503
H -3.46947 -3.02455 4.70519
H -1.53482 -4.06180 3.56852
C -3.27108 -0.42148 -1.85122
O -3.70215 -0.03303 -0.53896
H -2.39321 0.16364 -2.10593
H -3.00958 -1.48269 -1.87152
H -4.06182 -0.22329 -2.57487
H -4.47608 -0.56162 -0.32294
C -7.40103 -1.03816 -3.16399
O -6.17018 -0.44176 -3.56617
H -7.17977 -2.03086 -2.78255
H -7.87494 -0.45530 -2.37050
H -8.08790 -1.12373 -4.01123
H -6.36525 0.43917 -3.89862
C 4.39002 1.94734 -3.29108
O 3.31653 1.11388 -2.86351
H 4.07190 2.44960 -4.19810
H 4.63997 2.70401 -2.54306
H 5.27934 1.34856 -3.50964
H 3.58451 0.65635 -2.05312
C -2.68630 3.50295 2.80074
O -2.62869 2.10148 3.05751
H -3.73297 3.80118 2.78088
H -2.17575 4.06740 3.58574
H -2.22836 3.73136 1.83728
H -1.70168 1.84474 3.07562
C 1.26591 -8.05145 7.96381
O 2.37982 -7.54902 7.23839
H 1.61171 -8.90302 8.54501
H 0.86364 -7.29858 8.64747
H 0.47094 -8.38292 7.29053
H 2.07118 -6.79629 6.72453
C 0.24345 2.14607 0.34237
O 0.45578 3.11234 1.36555
H -0.04300 2.67049 -0.56542
H 1.16510 1.58891 0.14695
H -0.56096 1.45649 0.61937
H 0.70528 2.62045 2.16110
C -2.72040 3.85450 -1.76934
O -3.92517 3.17410 -2.10978
H -2.62547 4.70382 -2.44300
H -2.74917 4.21877 -0.73919
H -1.85375 3.20125 -1.90158
H -4.01549 2.41433 -1.52106
C 3.65158 -5.49226 -0.09707
O 3.05495 -4.19673 -0.11068
H 3.08157 -6.10496 0.59680
H 3.61362 -5.95109 -1.08692
H 4.68985 -5.44506 0.24036
H 3.55060 -3.65293 -0.73176
C -2.58440 6.46485 -4.86765
O -3.78530 5.76551 -5.17330
H -2.50974 7.30242 -5.55709
H -2.60821 6.85101 -3.84412
H -1.71384 5.81559 -4.99746
H -3.86069 5.02025 -4.56896
C -9.69995 -3.10242 -1.25346
O -8.40421 -2.98790 -0.67601
H -9.60736 -2.86385 -2.31051
H -10.08970 -4.11871 -1.15572
H -10.40257 -2.40201 -0.79457
H -8.47947 -3.19678 0.25891
C -2.03498 0.91916 -5.11167
O -1.22722 0.23993 -4.14651
H -2.81752 1.44576 -4.56960
H -1.43434 1.63857 -5.66870
H -2.49522 0.21650 -5.81004
H -0.53044 -0.22811 -4.61559
C -0.16199 5.80378 5.12623
O -0.88273 4.84857 5.89844
H -0.79063 6.68570 5.03359
H 0.77277 6.08720 5.61770
H 0.05835 5.42197 4.12522
H -0.33292 4.06492 5.98209
C 3.79408 0.76765 -7.50751
O 3.78074 1.76925 -6.48910
H 4.35732 1.15214 -8.35572
H 4.27764 -0.13995 -7.13985
H 2.77942 0.53216 -7.83688
H 3.28202 1.39856 -5.75475
C 1.13125 4.11797 -4.47417
O -0.05118 3.44100 -4.88798
H 1.20825 5.02913 -5.06271
H 1.08589 4.38405 -3.41466
H 2.02075 3.50779 -4.65148
H -0.12279 2.63334 -4.36661
C -2.93611 0.63459 6.99901
O -1.87342 -0.31297 6.93279
H -3.46733 0.49145 7.93712
H -2.55058 1.65641 6.96405
H -3.63673 0.48220 6.17415
H -1.42336 -0.17373 6.09390
C 6.12114 2.78956 -10.39527
O 6.10606 3.79940 -9.39358
H 6.68681 3.17553 -11.23946
H 6.60838 1.88191 -10.02788
H 5.10635 2.55335 -10.72751
H 5.60701 3.47027 -8.63992
C 4.84548 -1.78604 -4.18005
O 3.56315 -1.50125 -4.71896
H 5.12223 -2.78722 -4.50386
H 5.59714 -1.07845 -4.54349
H 4.82842 -1.75687 -3.08623
H 3.32386 -0.61791 -4.41359

135
Properties=species:S:1:pos:R:3 method="wB97M-V/def2-TZVPD" gap_ev="1.36 / 8.89" e_homo_ev="0.85 / -6.72" multiplicity=2 charge=-1 energy_ha=-2426.50988
C 6.91036 -0.30189 -5.45586
O 6.24147 -0.22296 -4.19387
C 5.03201 0.53739 -3.94909
C 4.29385 -0.02064 -2.68687
N 4.01309 -1.51583 -2.80910
C 3.31972 -2.12970 -1.63888
C 3.90317 -1.82307 -0.28935
O 5.23255 -2.45854 -0.24760
C 6.36427 -1.59436 -0.27165
H 6.28960 -0.73740 -6.23886
H 7.78417 -0.92139 -5.25397
H 7.28866 0.63319 -5.86893
H 4.32160 0.29746 -4.74019
H 5.25590 1.59992 -3.85412
H 3.40899 0.53491 -2.37625
H 5.06983 0.15454 -1.94171
H 4.92294 -1.94014 -2.69848
H 3.42431 -3.19392 -1.85011
H 2.30096 -1.75641 -1.53449
H 3.21216 -2.31500 0.39519
H 4.00931 -0.80152 0.07569
H 7.16532 -1.97332 0.36301
H 6.06744 -0.65637 0.19760
H 6.79782 -1.24399 -1.20833
C -6.41541 -3.58668 3.95129
O -5.56578 -3.88095 2.89590
C -4.28912 -3.06124 2.67996
C -4.67994 -1.63334 2.35579
N -5.32160 -1.68383 1.06981
C -6.25380 -0.55904 0.91187
C -6.70970 -0.28878 -0.53723
O -5.50975 0.31027 -1.24013
C -5.67457 0.47016 -2.63870
H -6.87970 -4.52248 4.26243
H -7.19408 -3.03245 3.42726
H -6.21286 -3.12671 4.91850
H -3.84319 -3.61014 1.85053
H -3.66812 -3.33836 3.53182
H -3.89498 -0.87968 2.29300
H -5.30083 -1.23301 3.15724
H -5.76317 -2.58284 1.19974
H -5.84241 0.35630 1.33732
H -7.17298 -0.81009 1.44119
H -7.56931 0.35696 -0.71667
H -6.90206 -1.22707 -1.05754
H -5.16213 -0.31945 -3.18827
H -5.20402 1.38132 -3.00814
H -6.73554 0.45447 -2.88807
C 4.49284 -0.01803 4.67289
O 3.92686 0.17482 3.37178
C 4.04842 1.48811 2.79227
C 5.35543 1.40042 2.09216
N 6.16321 2.68387 1.72477
C 5.49723 3.91136 1.24087
C 4.66046 3.55232 -0.01551
O 4.31835 4.85011 -0.66876
C 2.96950 5.04022 -0.58465
H 5.39625 -0.59489 4.47496
H 3.89151 -0.66373 5.31288
H 4.83353 0.86858 5.20763
H 3.94654 2.28511 3.52882
H 3.16514 1.57310 2.15928
H 5.21621 0.77630 1.20945
H 6.03722 0.82684 2.72006
H 6.83609 2.92819 2.43725
H 6.29493 4.61099 0.99126
H 4.86388 4.42939 1.96101
H 3.79042 2.99680 0.33455
H 5.31104 2.97657 -0.67380
H 2.72976 5.22917 0.46174
H 2.38347 4.27823 -1.09850
H 2.77081 5.93527 -1.17413
C -3.44305 -3.59480 -1.89705
C -2.39381 -2.53553 -1.83508
C -2.20566 -1.70229 -3.03137
O -1.93583 -2.62605 -4.17761
C -1.65009 -1.97541 -5.42612
N -2.58046 -1.84060 -0.62194
H -3.22479 -4.20369 -1.01972
H -3.29468 -4.20169 -2.79024
H -4.49682 -3.31919 -1.93816
H -1.45301 -3.02918 -1.59154
H -1.38167 -0.99184 -3.09764
H -3.09129 -1.08017 -3.16074
H -0.83863 -1.25913 -5.55477
H -2.56526 -1.48128 -5.75233
H -1.44873 -2.73078 -6.18571
H -3.43666 -1.87740 -0.08745
H -2.56856 -0.88989 -0.96269
C -0.81315 -0.61597 6.07874
C -2.26905 -0.88603 5.70674
C -3.23206 -0.40998 6.83928
O -4.26522 -1.38923 7.06515
C -5.05252 -1.35085 8.23278
N -2.44967 -0.32422 4.31951
H -0.63029 0.45678 6.14106
H -0.03287 -1.07685 5.47307
H -0.73665 -1.06585 7.06861
H -2.48373 -1.92523 5.45764
H -3.58513 0.62118 6.85241
H -2.68729 -0.38723 7.78310
H -5.85803 -2.08375 8.27859
H -5.52689 -0.36953 8.22245
H -4.43763 -1.48705 9.12243
H -1.83052 0.41719 4.02446
H -1.98541 -0.97349 3.70064
C -0.00470 1.88467 -2.48151
C 0.84197 2.44414 -3.63150
C 0.46887 1.69500 -4.95291
O 0.93670 2.18987 -6.21182
C 2.35456 2.25131 -6.31214
N 0.53681 3.88261 -3.75679
H 0.03570 2.49262 -1.57770
H 0.35180 0.88694 -2.22550
H -1.07749 1.91541 -2.67192
H 1.89334 2.20240 -3.47567
H -0.57317 1.76601 -5.26466
H 0.80129 0.65693 -4.95741
H 2.58745 2.97349 -7.09465
H 2.63951 1.30967 -6.78142
H 3.10225 2.43308 -5.54012
H 1.30789 4.19156 -4.33133
H -0.18403 4.06740 -4.43968
C 0.15521 -0.27156 0.95774
O -0.85688 -0.94787 1.74493
H -0.22206 0.72611 0.73317
H 1.04330 -0.28620 1.58954
H 0.30011 -0.80842 0.02025
H -1.44633 -1.32389 1.08708
C -2.95057 2.33428 -0.35011
O -3.33201 1.04774 0.16231
H -1.90146 2.52773 -0.12639
H -2.90209 2.43764 -1.43412
H -3.64336 3.12917 -0.07392
H -4.14104 0.73774 -0.25119

141
Properties=species:S:1:pos:R:3 method="wB97M-V/def2-TZVPD" gap_ev=7.52 e_homo_ev=-7.50 multiplicity=1 charge=0 energy_ha=-3401.74965
Mg -0.63173 -2.23932 2.12830
Mg 1.19648 -1.51677 -1.07713
C 2.12390 -4.25875 -2.22652
O 1.64862 -3.14490 -1.64690
H 3.19558 -4.41973 -2.04028
H 1.63740 -5.21893 -1.87931
H 1.96833 -4.28805 -3.36838
P -0.65350 -0.20127 0.27889
O -1.81873 -0.68057 1.12105
O -0.29873 1.24815 0.34598
O -0.73230 -0.68715 -1.19485
O 0.45696 -1.13723 0.86226
C -0.80757 3.12434 3.03624
O 0.27474 2.19323 2.77239
H -1.75396 2.67110 2.59283
H -1.01564 3.37434 4.07782
H -0.58340 4.10027 2.54410
H 0.17293 1.97602 1.78859
C -2.65663 -3.48792 4.35806
O -2.19649 -2.52093 3.42140
H -2.10801 -4.41560 4.16458
H -2.37253 -3.06195 5.39574
H -3.71201 -3.66594 4.29979
H -2.78810 -1.69877 3.29728
C 2.11666 -3.36872 2.44630
O 0.74654 -3.68250 2.80168
H 2.16500 -3.23344 1.38299
H 2.44879 -2.47729 2.99905
H 2.80978 -4.18029 2.75796
H 0.64348 -4.62271 2.71889
C -3.83413 -2.31903 -1.47689
O -3.74916 -2.35481 0.02509
H -4.00161 -1.30651 -1.76910
H -2.98244 -2.79558 -1.94591
H -4.69149 -2.86925 -1.69775
H -3.14842 -1.60864 0.22082
C -5.21075 0.73655 0.52954
O -5.44069 -0.50894 1.11316
H -4.18932 0.85081 0.11561
H -5.82104 0.80940 -0.41669
H -5.52907 1.50320 1.25437
H -5.08098 -1.19752 0.51800
C -0.74402 -4.45998 -0.04563
O -1.48107 -3.75360 0.95589
H -1.27118 -4.39605 -0.99579
H 0.21623 -4.00566 -0.14901
H -0.67782 -5.51501 0.30188
H -2.25470 -3.20968 0.63936
C -2.96414 -0.33479 -4.16286
O -4.22632 0.45771 -4.09826
H -2.49371 -0.30291 -3.13529
H -3.14835 -1.37284 -4.39415
H -2.22301 0.05555 -4.83216
H -4.60651 0.23664 -4.97716
C -0.90392 5.44039 -4.84720
C -0.15297 4.35999 -4.01719
C 1.14582 4.85102 -3.37903
C 1.05787 5.69975 -2.11235
C 0.24063 4.99936 -1.05876
C -1.13682 4.63284 -1.62448
N -0.98924 3.85788 -2.89544
O -2.26423 3.47141 -3.33761
C -1.86071 3.73416 -0.59722
C -1.97759 5.86449 -1.80761
C 0.14746 3.18405 -4.95416
H -0.72454 5.21227 -5.91083
H -0.55776 6.47371 -4.67903
H -1.95397 5.40268 -4.66946
H 1.75960 3.95818 -3.10048
H 1.62260 5.36352 -4.20601
H 0.75454 6.71690 -2.35955
H 2.11070 5.85412 -1.86410
H 0.05673 5.65785 -0.18779
H 0.69922 4.04728 -0.71977
H -2.84727 3.66305 -0.95898
H -1.48584 2.73348 -0.56816
H -1.95586 4.16764 0.37522
H -2.91029 5.53653 -2.25986
H -2.14053 6.35567 -0.87840
H -1.55120 6.60312 -2.55699
H -0.77320 3.04283 -5.53571
H 0.30172 2.32548 -4.26059
H 1.05268 3.31797 -5.56892
H -2.33313 2.49360 -3.26026
C 3.16686 0.24284 1.00564
C 3.65714 0.34320 -0.41752
C 4.49241 -0.94650 -0.70189
C 5.08681 -1.13841 -2.08503
C 3.89082 -1.12497 -3.07522
C 2.88927 0.03825 -2.96728
N 2.57733 0.28865 -1.48395
O 1.89607 1.55583 -1.52910
C 3.42983 1.35590 -3.63462
C 1.58059 -0.37562 -3.71980
C 4.46621 1.64775 -0.49575
H 2.49338 1.03402 1.39858
H 3.99092 0.35514 1.64867
H 2.76592 -0.69025 1.34887
H 5.30760 -1.10034 0.00877
H 3.89231 -1.87267 -0.40707
H 5.66067 -2.06035 -2.14044
H 5.82490 -0.32382 -2.30910
H 3.37788 -2.06303 -2.84719
H 4.13489 -1.24227 -4.19707
H 3.91160 1.10506 -4.56786
H 2.56461 2.04854 -3.69065
H 4.15732 1.74507 -2.92217
H 0.68089 -0.07351 -3.20509
H 1.46740 0.18716 -4.66021
H 1.44043 -1.37047 -3.94257
H 5.18630 1.61149 -1.25040
H 4.99116 1.92490 0.47440
H 3.75643 2.46132 -0.74686
H 1.31432 1.46342 -0.76525
C -4.34549 1.60947 5.10691
C -3.40345 0.73754 4.18440
O -4.06009 -0.34583 3.48486
H -5.08247 0.90305 5.59264
H -4.82930 2.27243 4.42946
H -3.85596 2.18349 5.92970
H -2.52714 0.37814 4.79000
H -2.99947 1.42126 3.42778
H -4.86505 -0.14144 3.04156
C 3.04808 -7.16887 3.75472
C 1.72559 -6.68516 4.27329
O 0.72101 -6.39082 3.28667
H 3.67143 -7.46119 4.62111
H 3.49651 -6.40388 3.17707
H 2.93844 -8.06511 3.16922
H 1.82412 -5.65793 4.69415
H 1.34855 -7.41905 4.98056
H 0.15139 -7.19049 3.10324
C 2.04794 -0.18327 4.68124
C 0.70456 -0.79262 4.74035
O -0.16784 -0.68886 3.57081
H 2.04499 0.84799 4.28105
H 2.79081 -0.71736 4.08202
H 2.56218 -0.09612 5.66062
H 0.16176 -0.26216 5.55477
H 0.69708 -1.84844 5.05415
H -0.20312 0.29991 3.26968